Computed, not measured: 10 unconnected molecules or ions with the total composition C66H130B2F8N10O6, with ωB97M-V with the def2-TZVPD basis set.

Last column: Mulliken charge in e.
CARTESIAN COORDINATES (ANGSTROEM)
C1 -0.62635 -0.23686 6.78090  -1.223
C2 -0.96168 -1.72036 6.44726  1.392
C3 -2.51527 -1.95197 6.68950  -1.417
C4 -3.49740 -1.23711 5.79577  -0.847
C5 -3.17024 -1.56778 4.34195  -1.188
C6 -1.68921 -1.49008 3.87681  2.523
N1 -0.73130 -2.11324 4.95439  0.712
O1 0.43174 -2.73638 4.53289  -0.255
C7 -1.30745 -0.02804 3.66848  -1.573
C8 -1.68897 -2.35898 2.57116  -1.474
C9 -0.25341 -2.69213 7.39975  -1.778
H1 -1.31648 0.47846 6.33353  0.009
H2 0.36279 0.13575 6.51469  0.327
H3 -0.65496 -0.03672 7.85199  0.522
H4 -2.68918 -1.58838 7.70224  0.546
H5 -2.88728 -2.97440 6.75547  0.451
H6 -3.46214 -0.16224 5.97327  0.234
H7 -4.51567 -1.59072 5.95760  0.482
H8 -3.79639 -0.89422 3.75685  0.161
H9 -3.56577 -2.56276 4.13784  0.623
H10 -1.88344 0.61352 4.33536  -0.072
H11 -1.63462 0.31025 2.68531  0.339
H12 -0.22470 -0.01453 3.79328  0.607
H13 -0.87445 -2.18913 1.86703  0.322
H14 -2.50285 -1.94062 1.97899  -0.234
H15 -1.89449 -3.42239 2.69373  0.500
H16 -0.37080 -2.82548 8.47517  0.407
H17 0.82292 -2.52014 7.39484  0.405
H18 -0.34741 -3.75451 7.17479  0.439
C10 1.94878 -5.24739 0.35968  -0.841
C11 2.27376 -5.79967 -1.06575  1.576
C12 1.66546 -7.19571 -1.35333  -1.298
C13 0.12182 -7.22075 -1.28968  -0.570
C14 -0.20464 -6.36424 -2.49133  -1.519
C15 0.13737 -4.82304 -2.38413  1.758
N2 1.60117 -4.77431 -2.07714  0.183
O2 2.25872 -3.63195 -2.29949  0.240
C16 -0.73737 -4.10422 -1.31904  -1.775
C17 -0.05209 -4.14405 -3.84091  -1.565
C18 3.70967 -6.09303 -1.30545  -1.695
H19 0.96643 -4.78626 0.46191  0.282
H20 2.67245 -4.50436 0.69479  -0.318
H21 2.05675 -5.97804 1.16129  0.460
H22 2.00106 -7.96314 -0.65582  0.507
H23 1.96781 -7.54869 -2.33928  0.478
H24 -0.37287 -6.66984 -0.48975  0.274
H25 -0.24545 -8.22899 -1.48113  0.453
H26 -1.29096 -6.39174 -2.40615  0.439
H27 -0.02975 -6.85970 -3.44633  0.461
H28 -0.28291 -3.17921 -0.96417  0.096
H29 -1.05784 -4.75886 -0.50859  0.425
H30 -1.68574 -3.80442 -1.76493  0.601
H31 -1.07603 -4.04685 -4.20174  0.448
H32 0.49569 -4.70784 -4.59602  0.488
H33 0.37970 -3.14855 -3.73769  0.175
H34 4.28889 -5.17221 -1.23701  0.244
H35 3.76712 -6.27104 -2.37929  0.497
H36 4.26196 -6.83731 -0.73176  0.391
C19 5.47361 6.65004 1.37265  -1.449
C20 3.89913 6.83006 1.26545  1.312
C21 3.44339 7.72017 0.06795  -1.498
C22 3.72348 7.13840 -1.34779  -0.757
C23 2.96793 5.87842 -1.49449  -1.431
C24 3.11936 4.79019 -0.33185  2.394
N3 3.05439 5.54184 0.97804  0.724
O3 1.75660 5.64345 1.60842  -0.244
C25 4.46920 4.02808 -0.44506  -1.348
C26 1.92910 3.80956 -0.44228  -2.180
C27 3.47800 7.45230 2.61008  -1.722
H37 5.99098 6.14130 0.55926  0.306
H38 5.79888 6.16575 2.29338  0.432
H39 6.03466 7.57635 1.24907  0.417
H40 3.75600 8.75382 0.21607  0.523
H41 2.37577 7.93585 0.10998  0.515
H42 4.80309 7.16874 -1.49490  0.311
H43 3.19401 7.84982 -1.98154  0.461
H44 3.24128 5.39580 -2.43282  0.214
H45 1.92004 6.00426 -1.76687  0.791
H46 5.43002 4.52928 -0.56221  0.614
H47 4.47111 3.58220 -1.43969  0.136
H48 4.57892 3.18543 0.23759  -0.096
H49 0.91428 4.20346 -0.38673  0.602
H50 2.01663 2.88310 0.12526  0.568
H51 1.86958 3.58144 -1.50648  0.044
H52 3.43111 6.80979 3.48933  0.384
H53 2.48977 7.89663 2.49149  0.410
H54 4.08678 8.29280 2.94331  0.445
C28 4.21115 -1.97722 0.99661  -1.436
C29 5.27823 -2.08166 2.13676  1.345
C30 6.65247 -2.03232 1.39851  -1.498
C31 7.00165 -0.56003 0.90704  0.080
C32 7.10049 0.37043 2.10676  -1.294
C33 5.78023 0.54284 2.89011  1.525
N4 5.09153 -0.90815 3.04604  0.555
O4 3.89554 -0.87789 3.68833  -0.185
C34 4.74834 1.45074 2.08091  -2.160
C35 6.08662 1.12356 4.25531  -1.687
C36 5.27526 -3.40281 3.00181  -1.434
H55 3.28773 -2.07948 1.56665  0.494
H56 4.21168 -2.82827 0.31557  0.337
H57 4.03657 -1.03945 0.46916  -0.091
H58 6.55435 -2.79245 0.62347  0.639
H59 7.41459 -2.36470 2.10336  0.451
H60 6.31599 -0.38505 0.07797  -0.377
H61 7.98168 -0.52769 0.43102  0.544
H62 7.43097 1.29663 1.63660  0.512
H63 8.01993 0.05393 2.59925  0.391
H64 3.82527 1.62814 2.63279  0.607
H65 4.55147 1.05101 1.08615  0.379
H66 5.14621 2.46538 2.09860  0.745
H67 5.19068 1.29358 4.85239  0.407
H68 6.38687 2.16229 4.11747  0.427
H69 6.90160 0.67074 4.81998  0.424
H70 6.21459 -3.45091 3.55268  0.424
H71 5.26655 -4.20186 2.26050  0.407
H72 4.47289 -3.57484 3.71925  0.327
C37 -7.19424 -0.54391 1.28561  -1.275
C38 -6.49047 -1.73968 0.55638  1.365
C39 -6.26645 -2.89907 1.56598  -0.645
C40 -7.50460 -3.70528 1.98937  -1.127
C41 -8.22350 -4.32764 0.80862  -1.222
C42 -8.63886 -3.29808 -0.35179  1.035
N5 -7.38211 -2.37376 -0.51947  0.819
O5 -7.14599 -2.01246 -1.84149  -0.303
C43 -9.86296 -2.39955 0.00854  -1.338
C44 -8.97118 -4.10593 -1.63370  -1.595
C45 -5.05742 -1.34645 0.01867  -1.484
H73 -6.56821 -0.35570 2.15782  0.275
H74 -8.18506 -0.88506 1.58558  0.351
H75 -7.26778 0.36319 0.68572  0.360
H76 -5.81018 -2.55238 2.49319  0.151
H77 -5.67150 -3.72089 1.16755  0.416
H78 -8.24036 -3.04178 2.44380  0.409
H79 -7.43412 -4.43837 2.79293  0.524
H80 -8.98819 -5.06514 1.05244  0.539
H81 -7.45473 -4.97036 0.37966  0.404
H82 -9.72392 -1.98930 1.00877  0.332
H83 -10.77539 -2.99130 -0.06497  0.419
H84 -10.03098 -1.53037 -0.62738  0.398
H85 -9.04451 -3.47556 -2.51990  0.417
H86 -9.92724 -4.59789 -1.45472  0.445
H87 -8.44893 -5.01199 -1.94098  0.394
H88 -5.13216 -0.63910 -0.80726  0.295
H89 -4.57944 -2.18484 -0.48803  0.715
H90 -4.32563 -1.12062 0.79428  -0.332
C46 5.26775 0.15397 -2.98240  -2.180
C47 4.45244 0.12097 -4.33748  1.402
C48 3.72160 -1.23037 -4.44872  -1.087
C49 2.54971 -1.25031 -5.42819  -0.889
C50 1.49956 -0.19619 -4.96663  -0.567
C51 2.08768 1.27521 -5.01100  1.539
N6 3.40368 1.26322 -4.18875  1.024
O6 3.80351 2.49397 -3.67449  -0.330
C52 1.07030 2.03796 -4.23008  -2.184
C53 2.24755 1.73342 -6.46937  -1.564
C54 5.39162 0.25318 -5.60884  -1.333
H91 5.88490 1.05225 -2.96434  0.591
H92 5.94741 -0.69107 -2.87251  0.505
H93 4.64366 0.15034 -2.08876  0.302
H94 3.49982 -1.65126 -3.46802  0.154
H95 4.49549 -1.93077 -4.76279  0.625
H96 2.11079 -2.24597 -5.49239  0.509
H97 2.93414 -0.91536 -6.39158  0.502
H98 1.00837 -0.47554 -4.03454  -0.503
H99 0.72924 -0.27185 -5.73408  0.721
H100 0.92010 1.83164 -3.17037  0.060
H101 0.12063 2.09568 -4.76196  0.552
H102 1.34448 3.08440 -4.09632  0.593
H103 1.34326 1.47971 -7.02254  0.459
H104 2.85624 1.15315 -7.16283  0.367
H105 2.58884 2.75764 -6.61971  0.434
H106 6.00734 1.14897 -5.68973  0.382
H107 4.76100 0.30522 -6.49637  0.353
H108 6.00179 -0.64448 -5.70891  0.410
C55 -2.30332 -0.54163 -3.50878  -0.161
C56 -3.81776 -0.07012 -3.40612  -0.650
N7 -3.97703 1.05229 -4.17263  0.474
C57 -3.38446 2.31692 -4.03853  -0.352
C58 -4.00702 3.24474 -4.92821  -0.761
N8 -5.02039 2.52048 -5.53987  0.174
C59 -4.97145 1.25934 -5.10221  -0.413
C60 -5.89569 3.10050 -6.59281  -0.706
H109 -1.58443 0.09966 -2.99884  -0.099
H110 -1.99935 -0.71807 -4.54056  0.448
H111 -2.23867 -1.41842 -2.86446  -0.091
H112 -4.28040 -0.00308 -2.42146  0.303
H113 -4.33191 -0.89845 -3.89357  0.517
H114 -2.56871 2.46647 -3.34673  0.614
H115 -3.92536 4.28795 -5.19548  0.435
H116 -5.62042 0.49780 -5.50878  0.445
H117 -6.11025 2.29770 -7.29820  0.316
H118 -5.56282 4.11107 -6.82956  0.285
H119 -6.91219 3.26741 -6.23648  0.377
C61 -1.64149 3.45981 5.53583  -1.051
C62 -1.22828 4.48466 4.54708  -0.437
N9 -1.51659 4.04571 3.21979  0.289
C63 -0.54910 3.48297 2.44057  -1.358
C64 -1.19933 2.86871 1.35528  -0.215
N10 -2.52366 2.82449 1.62304  0.798
C65 -2.67189 3.58591 2.73374  -0.566
C66 -3.65475 2.44183 0.84296  -1.165
H120 -1.69250 3.90835 6.52795  0.536
H121 -0.98204 2.59986 5.65294  0.180
H122 -2.60035 2.95002 5.44204  0.323
H123 -0.14824 4.62414 4.50058  0.272
H124 -1.76015 5.42516 4.69082  0.341
H125 0.51141 3.56019 2.62967  0.678
H126 -0.93825 2.38142 0.42750  0.798
H127 -3.60672 3.87981 3.18775  0.576
H128 -3.41076 1.83517 -0.02913  0.226
H129 -4.15999 3.36651 0.56403  0.427
H130 -4.44449 1.79918 1.23208  0.430
B1 -1.98840 4.90086 -2.12805  -0.070
F1 -1.52768 6.21725 -2.17403  -0.380
F2 -3.26462 4.87270 -2.60498  -0.371
F3 -1.23091 4.16879 -2.90942  -0.109
F4 -1.97167 4.24040 -0.92141  0.087
B2 0.80410 0.02119 -0.93214  -0.955
F5 0.82875 -0.98845 -1.81226  0.334
F6 -0.35027 0.71301 -1.07292  0.102
F7 1.02905 -0.40689 0.34622  -0.086
F8 1.91048 0.80080 -1.36127  0.050

Atomic forces in eV per Å
0.2 0.7 -0.7
-1.7 -1.5 1.6
-0.7 0.4 0.7
1.0 0.3 -0.7
-0.5 -0.2 0.8
-1.3 -1.9 -0.8
6.7 -1.4 -2.1
-8.1 3.9 2.9
0.3 -0.3 0.2
0.4 1.1 -0.3
2.2 -1.1 -0.5
-0.2 -0.3 0.0
0.2 -0.6 -0.4
-0.3 -0.7 0.1
0.3 0.0 0.2
1.0 -0.5 -0.2
-0.2 0.1 0.0
0.1 0.2 0.4
0.5 0.1 -0.6
0.2 -0.2 0.0
0.6 0.0 0.4
0.4 -0.4 -0.3
-0.1 1.0 -0.2
0.6 -0.1 0.5
-0.4 -0.1 0.2
0.2 0.1 0.4
-1.3 1.5 0.2
0.2 0.1 -0.4
-0.3 0.0 -1.0
0.1 0.6 0.0
-1.1 -2.3 1.0
-1.9 -0.5 1.4
1.7 1.1 -1.7
-2.8 0.6 0.2
-0.7 -1.6 -2.7
3.9 6.9 1.1
-3.7 -7.1 1.0
0.0 0.2 0.0
0.9 0.0 1.3
1.7 2.8 -1.7
0.0 -0.2 -0.1
0.1 0.3 -0.6
-0.2 -0.7 -0.6
0.8 0.5 0.3
0.0 0.1 0.0
0.4 -0.9 0.8
-0.2 0.1 0.5
-0.5 0.6 -0.7
0.7 0.4 -0.1
0.2 -0.1 0.1
0.5 0.0 0.1
0.2 -0.1 -0.6
-0.1 -0.3 0.6
0.1 0.0 0.1
-0.1 0.1 -0.3
0.3 0.2 0.4
0.4 -0.7 0.0
-0.9 -0.2 0.1
0.0 -0.7 -1.2
1.6 -0.1 1.5
-0.8 0.3 -1.0
-0.3 1.8 2.2
0.0 -1.3 -0.8
-0.3 -0.5 0.7
-7.4 3.0 2.4
8.2 -1.4 -3.8
0.1 -0.5 -1.1
0.0 0.3 -1.0
-1.2 0.6 -0.2
-0.6 -0.6 -0.2
-0.3 0.2 0.1
-0.8 0.7 0.6
1.1 -0.2 0.2
-0.4 -0.7 0.4
-0.1 -0.5 -0.5
0.6 0.2 -0.5
0.7 -0.6 0.2
-0.4 0.5 1.1
-0.4 0.8 0.8
-0.6 -0.3 -0.1
-0.2 0.4 0.1
0.2 0.6 0.9
0.2 0.1 0.0
0.6 -0.7 -0.1
0.1 -0.5 -0.4
-0.2 -0.1 0.1
0.5 -0.1 -0.6
-2.0 -0.2 1.9
1.6 -0.6 -0.5
0.3 1.4 0.9
-0.1 -2.6 -0.2
-0.4 -0.2 -1.8
0.9 0.1 -0.1
-7.8 1.8 1.9
7.7 -0.4 -3.4
0.4 -0.7 1.2
-0.7 0.9 0.5
-0.1 0.6 -0.7
-0.5 -0.1 -0.2
0.7 0.1 0.1
0.8 0.0 0.0
0.3 0.3 -0.2
0.2 0.0 -0.1
-0.3 0.9 0.3
0.1 -0.4 0.0
-0.5 0.6 0.5
-0.5 -0.1 1.0
-0.2 -0.8 0.1
0.1 0.3 0.1
0.7 -0.3 -0.5
-0.1 -0.7 0.2
0.4 0.0 -0.5
-0.3 -0.4 -0.1
0.0 0.0 -0.1
0.1 -0.1 0.1
-0.3 0.4 -0.3
-0.1 -1.0 -0.7
1.3 -0.7 0.6
-0.9 -1.8 0.8
-2.5 1.5 0.3
1.3 0.2 -1.1
0.2 -1.8 0.5
0.5 2.7 -8.5
-1.0 -2.2 8.7
0.7 0.5 0.4
-0.3 0.2 -0.3
-1.1 -0.9 -1.3
-0.2 0.0 0.0
0.1 0.4 0.2
0.0 -0.2 -0.1
0.3 0.4 -0.3
0.8 0.5 -0.5
0.0 0.5 0.2
1.0 -0.1 -0.2
-0.5 0.7 0.1
0.0 -0.2 -0.6
-0.4 -0.3 0.1
0.2 -0.2 0.3
0.4 -0.2 -0.4
-0.3 0.0 0.2
-0.4 0.6 0.2
1.2 0.4 0.6
0.0 0.6 0.6
-0.3 -0.5 0.0
-0.6 0.6 0.3
0.1 0.5 -0.7
0.7 -0.4 2.0
0.2 -0.6 -0.1
0.1 1.2 1.1
1.1 -1.0 -1.4
-1.3 -2.4 1.4
3.2 7.4 0.0
-2.6 -8.5 -3.0
-0.3 2.9 0.7
0.8 -0.2 -0.8
-1.2 1.0 -0.2
0.0 0.0 0.0
-0.1 -0.1 -0.5
-0.4 0.1 -0.2
-0.6 0.5 0.2
0.1 0.1 -0.4
0.1 0.1 -0.2
-0.2 -0.5 -0.2
0.5 0.4 0.3
-0.2 0.6 0.0
0.0 -1.2 -0.3
0.1 -0.4 0.0
0.2 0.4 -0.7
-0.8 0.8 0.7
0.9 -0.4 0.8
-0.5 0.1 0.3
0.0 0.0 0.6
0.0 -0.2 0.0
-0.1 0.1 0.4
-0.9 0.3 1.8
2.2 -3.4 0.1
-2.6 5.8 -3.6
-0.4 1.3 -1.1
0.2 -2.8 1.6
1.0 -0.2 0.6
-0.2 -0.3 -0.1
-1.2 -0.8 1.0
-0.2 0.5 -0.3
-0.2 -0.1 0.1
0.1 -0.6 -0.5
0.6 0.3 0.1
-0.4 0.1 -0.1
-0.1 0.2 -0.1
0.5 -0.1 0.6
0.1 -0.1 0.3
0.9 0.7 -0.9
0.5 -0.6 -0.8
0.1 0.0 0.8
-0.1 -1.1 2.1
-0.3 0.8 0.0
-0.4 -2.8 -2.2
-0.2 -0.8 -2.9
1.4 -0.9 0.4
0.0 2.2 3.1
-1.3 0.7 0.6
-1.4 -0.1 -1.9
0.1 0.1 0.1
0.6 0.2 -0.3
-0.4 0.7 -0.6
-0.1 0.4 0.6
0.3 0.1 0.2
-0.2 0.3 -0.1
0.9 0.1 0.2
-0.1 -0.2 -0.2
0.8 0.7 -0.2
0.1 -0.2 -0.6
0.4 0.1 1.5
-1.0 2.5 0.1
0.3 0.1 1.0
-2.2 0.0 -0.5
3.1 -2.7 -3.1
0.0 -0.3 2.7
1.7 1.0 -0.5
-0.6 -3.1 -1.6
-1.7 1.2 0.4
-0.1 -0.4 1.6
0.7 1.1 0.4

Computed properties:
Calculated total energy, eV: -120755.58519
Max |F|, eV Å⁻¹: 9.5
Total charge: +6
HOMO level, eV: -19.522
Orbital gap, eV: 4.6